{
  "formula": "C31H62Br4O11",
  "method": "the ωB97M-V functional and the def2-TZVPD basis",
  "species": ["C", "C", "H", "O", "O", "C", "C", "C", "H", "H", "H", "C", "H", "C", "H", "H", "C", "H", "H", "H", "O", "H", "H", "O", "C", "C", "H", "Br", "C", "C", "H", "H", "H", "H", "C", "H", "C", "C", "O", "H", "H", "H", "H", "O", "O", "C", "Br", "H", "C", "H", "H", "H", "C", "H", "O", "C", "H", "H", "H", "H", "H", "H", "C", "H", "H", "H", "C", "O", "H", "H", "H", "H", "H", "O", "C", "H", "Br", "H", "H", "H", "H", "O", "H", "C", "H", "H", "C", "C", "H", "H", "H", "H", "H", "H", "H", "H", "C", "H", "Br", "C", "H", "H", "C", "C", "C", "C", "H", "H"],
  "xyz": [[0.414, -3.567, -5.708], [2.070, 0.148, -1.897], [-0.798, 1.666, 2.073], [2.912, 0.248, 3.825], [3.924, 5.315, 4.712], [5.200, 5.739, 4.647], [-0.845, -3.997, -5.014], [-2.725, 0.667, -3.901], [-5.342, 1.677, 1.103], [5.340, 7.359, 5.985], [2.115, 4.649, 3.055], [-2.278, 4.859, -1.838], [4.579, 3.372, 4.218], [-0.411, 1.717, 1.063], [3.087, 3.482, 5.077], [1.211, -3.448, -4.971], [-1.068, 0.724, 0.129], [-3.726, -0.281, 3.676], [0.626, -4.294, -6.485], [2.289, 0.174, 1.232], [-1.734, -4.527, -5.641], [4.611, -0.591, 3.065], [-2.877, -5.896, -3.641], [1.852, -2.170, -2.274], [5.316, 7.192, 4.905], [3.548, -0.540, 2.830], [1.593, 0.828, -2.618], [3.414, -4.986, 3.906], [-2.501, 4.953, -0.360], [-0.748, 0.107, -5.481], [-0.787, -1.405, -1.341], [-1.828, 5.716, 0.042], [0.975, -6.567, 3.812], [-3.378, 0.992, -4.710], [3.354, 0.047, 1.439], [-0.093, 4.702, -1.771], [3.198, -1.069, -3.854], [-3.945, 1.532, 2.553], [6.138, 5.034, 4.378], [6.208, 7.630, 4.466], [-0.092, 0.804, 4.545], [0.086, -3.085, 0.057], [-4.345, -6.152, -4.719], [-0.550, 1.613, -3.653], [-1.860, 1.042, -0.722], [3.678, 3.975, 4.307], [-4.138, -4.362, -1.257], [-0.945, 3.217, -2.076], [2.279, -1.099, -2.683], [1.492, -6.187, 2.197], [3.839, 1.023, 1.500], [3.410, -2.044, -4.278], [-0.961, 4.294, -2.287], [3.230, -1.584, 2.804], [-3.111, 5.213, -2.644], [0.929, -5.801, 3.040], [-0.691, 2.694, 0.660], [-4.473, -3.832, -3.764], [3.713, -0.633, 0.671], [-0.918, 4.384, -3.371], [-5.596, 0.144, 1.995], [2.930, 0.643, -1.453], [1.760, -0.154, 4.372], [1.322, 1.904, 4.673], [-1.006, -2.640, -3.343], [-1.347, 0.229, -6.385], [-3.135, 0.599, 3.426], [-0.860, -0.531, 0.503], [-3.522, 5.257, -0.147], [-2.801, -0.398, -3.670], [-2.225, 4.000, 0.089], [3.550, 4.276, 2.135], [2.756, -0.416, -4.617], [-3.462, 2.607, 2.262], [1.518, -4.566, 3.685], [4.488, 7.774, 4.500], [-0.901, -5.537, 2.502], [-1.396, -3.744, -0.408], [-5.683, -4.965, -3.118], [0.671, 1.858, 1.024], [-2.008, -4.065, -3.248], [1.290, -1.257, 4.204], [0.782, 0.883, 6.028], [-1.297, -1.574, -0.384], [1.592, -3.622, 3.155], [1.335, -0.071, -1.124], [0.909, 0.932, 4.947], [-1.284, 0.913, -4.314], [-2.937, 1.214, -2.986], [-6.022, 1.663, 2.795], [-2.222, 0.360, 2.886], [0.301, 0.296, -5.690], [2.613, 2.912, 2.754], [1.097, -4.348, 4.662], [-0.885, -0.939, -5.191], [-2.891, 1.107, 4.359], [-1.030, -3.713, -3.561], [-0.198, -4.142, -2.999], [-4.341, -7.533, -2.556], [-0.987, -2.925, 0.187], [0.222, -2.561, -6.084], [-2.337, -1.359, -0.652], [2.931, 3.930, 2.964], [-4.625, -4.716, -3.152], [-3.950, -5.977, -3.727], [-5.341, 1.197, 2.082], [4.128, -0.561, -3.587], [-1.368, -3.056, 1.192]],
  "forces_ev_per_angstrom": [[0.010, 0.142, 0.865], [-1.410, 0.528, -0.555], [0.147, -0.229, 0.130], [0.097, 0.727, 0.381], [0.099, -0.038, -0.026], [0.404, -0.181, -0.628], [-0.493, 0.157, -0.267], [0.713, 0.327, 0.014], [-0.745, 0.022, 0.076], [0.003, 0.037, -0.042], [-0.377, -0.372, -0.260], [0.065, 0.230, -0.171], [0.294, 0.424, 0.172], [0.063, 1.550, -1.091], [-0.187, 0.297, 0.129], [0.206, -0.225, -0.191], [-0.698, 0.389, 1.007], [0.342, -0.221, -0.084], [0.226, 0.260, -0.180], [-0.003, 0.095, 0.108], [-0.225, -0.253, -0.222], [-0.016, 0.299, 0.186], [0.106, -0.119, -0.617], [-0.406, 0.528, -0.466], [-0.164, 1.153, 0.253], [0.523, -1.499, -0.793], [0.100, 0.370, 0.340], [0.270, -0.030, 0.357], [0.150, 0.217, -0.016], [-0.519, -0.233, 0.090], [0.261, -0.205, 0.146], [0.050, -0.064, 0.023], [-0.376, -0.158, -0.158], [-0.230, -0.351, 0.034], [-0.518, 0.428, 0.998], [-0.054, 0.308, -0.076], [-0.034, 0.953, -0.802], [0.537, 0.380, 0.438], [-0.109, -0.136, 0.073], [0.245, -0.414, 0.104], [0.020, 0.021, -0.224], [0.101, 0.043, 0.792], [0.261, -0.237, -0.105], [0.072, -0.107, -0.317], [0.348, -0.013, -0.480], [-0.237, -1.306, -0.724], [-0.093, 0.133, -0.942], [-0.142, 0.134, 0.060], [1.251, -1.768, 1.464], [-0.039, 0.363, -0.201], [0.027, 0.003, -0.843], [-0.130, -0.108, 0.140], [-0.160, -0.586, -0.188], [-0.419, 0.155, 0.533], [-0.028, -0.065, 0.078], [0.336, 0.004, 0.613], [-0.459, -0.068, 0.243], [0.299, 0.055, 0.136], [0.489, 0.188, 0.025], [0.333, 0.165, 0.080], [0.232, -0.092, 0.098], [0.308, -0.249, -0.281], [-1.351, -1.042, -1.235], [-0.205, 0.028, 0.125], [0.204, 0.045, -0.184], [0.004, 0.141, 0.017], [-0.822, -0.146, 0.065], [0.981, -0.659, 0.345], [-0.044, -0.229, 0.090], [-0.365, -0.045, -0.303], [-0.283, 0.035, 0.221], [0.193, -0.061, 0.087], [0.058, -0.148, -0.090], [-0.128, -0.141, -0.127], [0.616, 0.302, -0.189], [-0.244, -0.305, 0.138], [-0.207, -0.132, 0.069], [-0.396, 0.324, -0.152], [-0.092, 0.435, 0.126], [0.125, -1.061, 0.206], [0.198, -0.177, 0.184], [0.617, -0.109, 0.295], [0.319, -0.143, 0.037], [-0.780, 0.688, -1.264], [-0.630, -0.229, -0.436], [0.099, 0.039, 0.088], [0.393, 0.751, 0.394], [0.264, -0.132, 0.463], [0.021, 0.103, -0.087], [-0.181, 0.134, -0.240], [0.025, -0.311, 0.130], [-0.004, 0.163, 0.097], [-0.260, 0.041, 0.036], [0.009, -0.183, 0.031], [0.114, -0.029, -0.071], [0.126, 0.111, -0.093], [0.150, 0.352, 0.305], [-0.168, -0.062, 0.190], [-0.095, 0.312, -0.654], [0.323, -0.157, -0.624], [0.063, -0.123, -0.428], [-0.159, -0.419, 0.468], [0.329, 0.815, 0.676], [-0.456, -1.357, 0.345], [-0.074, 0.650, 1.655], [0.639, 0.158, -0.263], [0.020, -0.113, 0.120], [0.329, 0.128, 0.191]],
  "lumo_energy_ev": 0.37,
  "multiplicity": 1,
  "smiles": "CCOC(C)=O.CCOC(C)=O.CCOC(C)=O.CC(C)=O.CC(C)=O.CC(C)=O.CC(C)=O.CC(C)=O.BrCCBr.BrCCBr",
  "orbital_gap_ev": 9.46
}